Record 1
C12H24CdO16S as an isolated structure at a distorted geometry. Source: OMol25; level of theory: ωB97M-V with the def2-TZVPD basis set.

Values from the calculation:
E_HOMO   -7.750 eV
Energy above the lowest of the compared OMol25 structures with the same formula, charge and spin   4.7 kcal per mole
LUMO level   0.186 eV
F_max   0.039 hartree/bohr

Each line ends with the Löwdin charge.
Cartesian coordinates (Å):
Cd 3.775 -2.582 22.014  1.37
S 1.208 -2.417 22.745  0.28
O 5.704 -1.565 22.327  0.01
O 2.501 -0.514 18.524  0.01
O 1.892 -3.380 21.770  -0.52
O 4.339 -4.007 26.003  0.03
O 5.479 -5.528 19.203  0.00
O 5.860 -0.014 23.959  0.05
O 0.127 -1.689 22.102  -0.36
O 2.363 -1.454 23.060  -0.51
O 7.042 0.240 22.201  0.03
O 5.780 -5.992 21.347  0.03
O 0.792 -3.154 23.930  -0.36
O 3.636 -1.459 20.168  0.03
O 3.655 -5.681 24.730  0.01
O 4.254 -3.724 23.822  0.03
O 4.761 -4.122 20.781  0.05
O 4.648 -0.058 18.777  0.01
C 1.290 -1.057 19.145  0.02
C 5.301 -5.144 20.463  -0.59
C 3.592 -0.737 19.208  -0.61
C 2.814 -5.971 23.607  0.00
C 4.135 -4.450 24.776  -0.58
C 5.142 -4.555 18.209  -0.01
C 5.036 -0.772 24.851  -0.01
C 7.447 -0.078 20.865  -0.02
C 6.394 -7.227 20.972  -0.01
C 6.164 -0.546 22.816  -0.59
C 4.459 -4.956 27.048  -0.04
C 4.488 0.932 17.758  -0.02
H 8.515 -0.257 20.892  0.10
H 1.424 -2.122 19.315  0.09
H 4.012 -0.847 24.487  0.08
H 7.057 -7.475 21.791  0.10
H 5.457 1.412 17.658  0.09
H 5.905 -3.774 18.189  0.10
H 4.209 0.466 16.815  0.10
H 4.984 -4.459 27.864  0.10
H 0.469 -0.892 18.455  0.10
H 2.309 -6.912 23.812  0.10
H 3.750 1.676 18.046  0.10
H 3.501 -5.320 27.406  0.10
H 5.052 -0.282 25.820  0.10
H 5.462 -1.762 24.987  0.08
H 4.190 -4.070 18.415  0.10
H 5.104 -5.793 26.777  0.10
H 6.868 -7.158 19.999  0.09
H 3.439 -6.233 22.741  0.09
H 5.645 -8.019 20.887  0.10
H 1.069 -0.556 20.084  0.09
H 2.163 -5.135 23.368  0.07
H 6.873 -0.908 20.456  0.08
H 7.191 0.785 20.252  0.09
H 5.117 -5.078 17.261  0.10


Record 2
A 3-piece molecular cluster, C12H24ClF7N4O5PS overall at a distorted geometry. Source: OMol25; level of theory: ωB97M-V with the def2-TZVPD basis set.

Values from the calculation:
E_HOMO   -10.598 eV
Total charge   +1
LUMO level   -4.520 eV
F_max   0.083 hartree/bohr

Each line ends with the Löwdin charge.
Cartesian coordinates (Å):
Cl -0.181 0.722 -1.534  0.71
S -3.135 4.785 0.010  0.71
P -0.391 5.483 -0.705  0.93
F -6.899 2.018 -0.904  0.20
F -3.549 3.320 2.094  0.14
F -6.312 4.056 -1.158  0.21
F -7.349 3.433 0.617  0.22
F -5.385 1.770 1.324  0.19
F -4.357 2.019 -0.532  0.17
F -5.109 4.653 1.647  0.22
O -3.480 4.814 -1.367  -0.22
O -3.134 6.102 0.515  -0.23
O 5.554 -4.509 -0.470  0.01
O 1.149 5.227 -0.197  -0.25
O 1.546 -2.202 0.506  0.00
N -1.455 4.203 0.193  -0.24
N -0.385 5.133 -2.379  -0.11
N 0.756 -3.461 -1.220  -0.19
N 4.964 -5.251 1.601  -0.20
C 1.720 -4.524 -0.981  -0.03
C 5.197 -5.396 0.281  -0.37
C -6.444 3.090 -0.268  -0.58
C -4.302 3.802 1.094  -0.47
C 4.537 -6.357 2.435  -0.06
C 5.147 -3.942 2.203  -0.04
C -5.090 2.664 0.377  -0.38
C -0.192 -3.601 -2.307  -0.05
C 0.032 2.233 -0.551  -0.69
C -1.392 2.783 -0.356  -0.26
C 0.777 -2.380 -0.422  -0.39
C 0.682 1.763 0.782  -0.09
H 4.923 -3.984 3.266  0.09
H 0.348 -3.700 -3.251  0.09
H 4.486 -3.222 1.717  0.09
H 0.010 -1.634 -0.683  0.05
H 0.136 0.859 1.088  0.08
H -1.049 5.795 -2.791  0.06
H -0.845 -2.731 -2.362  0.08
H 3.569 -6.123 2.884  0.09
H -1.240 4.172 1.201  0.15
H 2.731 -4.122 -1.067  0.09
H 4.444 -7.268 1.846  0.08
H -1.906 2.130 0.365  0.13
H 0.698 2.863 -1.146  0.07
H -0.760 4.213 -2.623  0.05
H 1.586 -4.910 0.032  0.09
H 1.676 4.894 -0.948  0.08
H 6.179 -3.616 2.059  0.09
H -0.801 -4.493 -2.147  0.09
H 5.028 -6.427 -0.077  0.13
H -1.925 2.747 -1.315  0.10
H 1.583 -5.328 -1.700  0.09
H 1.694 1.427 0.533  0.09
H 5.270 -6.520 3.227  0.09
H 0.644 2.529 1.566  0.08


Record 3
A 2-piece molecular cluster, C12H24ClFNO4S overall. Source: OMol25; level of theory: ωB97M-V with the def2-TZVPD basis set.

Values from the calculation:
E_HOMO (spin up / spin down)   -7.810 / -9.048 eV
2S+1   2
LUMO level (spin up / spin down)   -0.634 / -0.634 eV
<S²>   0.7541
F_max   0.015 hartree/bohr

Each line ends with the Löwdin charge.
Cartesian coordinates (Å):
Cl -3.245 -1.655 -0.282  0.59
S 0.147 -5.320 0.643  0.97
F 0.726 -2.906 -0.202  -0.12
O -0.254 -5.030 2.000  -0.36
O 1.279 -4.181 0.125  -0.24
O -0.717 2.224 -1.689  -0.02
O -0.990 -4.811 -0.352  -0.36
N 0.467 2.120 -1.220  -0.11
C 0.973 3.391 -0.601  -0.49
C 0.795 2.165 1.640  -0.17
C -2.341 -5.187 0.042  -0.21
C 0.719 0.811 -0.524  -0.48
C -0.081 -0.261 -1.249  -0.05
C 0.493 3.440 0.855  -0.13
C -2.430 -2.733 0.894  -0.56
C 2.496 3.514 -0.692  -0.03
C -3.044 -4.133 0.897  -0.23
C 0.381 4.557 -1.384  -0.05
C 2.196 0.397 -0.570  -0.02
C 0.233 0.939 0.923  -0.13
H 0.130 -1.224 -0.779  0.05
H 2.793 4.467 -0.252  0.09
H 2.259 -0.675 -0.380  0.08
H 0.951 4.308 1.336  0.12
H -0.700 4.600 -1.292  0.08
H 2.625 0.593 -1.553  0.10
H -2.860 -5.368 -0.902  0.13
H 0.348 2.239 2.633  0.11
H 0.203 -0.324 -2.300  0.10
H 2.811 0.884 0.182  0.06
H -3.115 -4.493 1.927  0.11
H -0.860 1.000 0.917  0.13
H -1.366 -2.722 0.659  0.04
H -2.571 -2.267 1.871  0.08
H 0.806 5.483 -0.992  0.09
H -1.150 -0.086 -1.190  0.04
H 3.040 2.736 -0.170  0.05
H 0.501 0.022 1.455  0.13
H 1.872 2.061 1.799  0.10
H -4.067 -4.033 0.518  0.10
H -2.306 -6.139 0.584  0.11
H 2.812 3.508 -1.736  0.09
H -0.588 3.607 0.855  0.12
H 0.631 4.480 -2.442  0.09


Record 4
C12H24ClI2LaN2OP2 as an isolated structure at a distorted geometry. Source: OMol25; level of theory: ωB97M-V with the def2-TZVPD basis set.

Values from the calculation:
E_HOMO   -14.773 eV
Energy above the lowest of the compared OMol25 structures with the same formula, charge and spin   0.0 kcal per mole
Total charge   +2
LUMO level   -9.231 eV
F_max   0.051 hartree/bohr

Each line ends with the Löwdin charge.
Cartesian coordinates (Å):
La -0.363 -0.095 -2.171  0.98
I 0.378 -1.497 -4.886  0.25
I -1.632 0.219 -5.908  0.33
Cl -1.730 2.166 -1.940  -0.16
P 1.689 1.953 -1.712  0.66
P -2.877 -0.891 -0.847  0.66
O 2.225 -3.154 4.787  0.09
N 0.430 -0.337 0.960  -0.01
N 2.152 -1.084 5.734  0.19
C 0.608 0.474 2.033  -0.12
C 1.575 3.472 -0.712  -0.24
C 1.970 -1.963 4.702  -0.47
C 1.218 -2.152 2.345  0.02
C 1.425 -1.316 3.446  -0.09
C 1.104 0.049 3.268  0.02
C -3.720 -0.964 -2.488  -0.30
C 3.275 1.106 -1.338  -0.26
C 0.725 -1.638 1.148  -0.16
C -2.696 -2.603 -0.207  -0.26
C 1.661 2.377 -3.510  -0.29
C -3.898 0.077 0.315  -0.25
H 0.336 1.527 1.858  0.11
H 1.452 -3.211 2.450  0.13
H 0.705 2.831 -3.779  0.03
H 2.515 -1.482 6.584  0.13
H 2.446 3.066 -3.803  0.06
H -4.719 -1.385 -2.447  0.06
H -2.132 -2.609 0.727  0.04
H -2.080 -3.200 -0.883  0.04
H 1.573 3.227 0.352  0.04
H -3.632 -3.127 -0.047  0.06
H 3.364 0.181 -1.911  0.04
H -3.795 0.032 -2.927  0.02
H 3.281 0.773 -0.299  0.04
H 0.559 -2.309 0.291  0.10
H -3.150 -1.507 -3.246  0.01
H 1.945 -0.110 5.670  0.08
H 2.345 4.218 -0.889  0.06
H 1.707 1.500 -4.163  0.00
H -3.945 1.114 -0.020  0.03
H 0.600 3.934 -0.872  0.03
H 1.245 0.773 4.086  0.12
H 4.164 1.703 -1.515  0.06
H -4.910 -0.281 0.482  0.06
H -3.394 0.140 1.282  0.05


Record 5
C12H24ClIN3O2P2Sc as an isolated structure at a distorted geometry. Source: OMol25; level of theory: ωB97M-V with the def2-TZVPD basis set.

Values from the calculation:
E_HOMO (spin up / spin down)   -14.556 / -14.539 eV
Total charge   +2
LUMO level (spin up / spin down)   -9.552 / -10.106 eV
F_max   0.082 hartree/bohr

Each line ends with the Löwdin charge.
Cartesian coordinates (Å):
I 1.670 -1.279 2.077  0.91
Sc 1.230 0.358 -0.615  0.23
Cl 2.744 2.030 -1.056  0.10
P 2.647 -1.897 -1.195  0.73
P -1.154 0.761 0.370  0.96
O -0.565 -2.672 0.201  0.08
O -0.998 -2.016 -2.354  0.22
N -1.333 2.865 2.087  -0.14
N -2.551 0.814 2.726  -0.13
N -3.402 2.234 0.913  -0.13
C -1.861 -0.124 1.855  -0.31
C -2.564 3.344 1.426  -0.14
C 0.157 0.025 -2.984  -0.05
C -2.759 1.502 -0.191  -0.27
C -1.692 1.924 3.191  -0.13
C 0.120 -1.718 0.128  -0.62
C -0.396 2.282 1.137  -0.34
C 2.438 -3.663 -0.764  -0.24
C 3.105 -2.095 -2.966  -0.23
C -0.239 -1.150 -2.058  -0.31
C 4.301 -1.609 -0.420  -0.26
C -3.755 1.366 2.053  -0.14
H -0.178 3.018 0.351  0.10
H -0.781 1.510 3.638  0.13
H -0.151 1.051 -2.675  0.10
H -3.173 3.895 2.161  0.15
H -2.285 4.002 0.594  0.14
H -1.054 -0.626 2.402  0.02
H 3.972 -2.768 -3.029  0.07
H -2.567 2.182 -1.033  0.10
H -4.315 1.977 2.780  0.15
H -4.377 0.531 1.704  0.14
H 0.545 2.045 1.648  0.08
H 3.303 -4.229 -1.149  0.08
H -2.248 2.491 3.958  0.15
H 4.277 -1.954 0.622  0.02
H 5.057 -2.163 -0.994  0.07
H -0.410 -0.135 -3.916  0.14
H 4.521 -0.533 -0.433  0.04
H -2.572 -0.879 1.483  0.12
H 2.370 -3.783 0.325  0.04
H 1.210 0.067 -3.323  0.09
H 2.256 -2.524 -3.515  0.06
H -3.422 0.698 -0.545  0.11
H 1.520 -4.046 -1.230  0.06
H 3.359 -1.112 -3.385  0.06